# 1
Molecular formula: C8H10F15NO5P2S
Method: DFT, ωB97M-V/def2-TZVPD

Results
energy: -90356.144 eV
total charge: 0

Cartesian coordinates (Å):
O -1.617 0.139 1.105
P -0.105 0.082 1.378
N 0.749 -1.033 0.253
C 1.933 -1.629 0.997
C 2.992 -0.551 1.538
C 3.080 -0.502 3.156
C 3.875 0.807 3.663
O 4.651 1.447 2.914
O 3.703 1.190 5.009
S 1.236 -0.254 -1.279
O 2.522 -0.872 -1.721
O 1.465 1.180 -0.950
C -0.103 -0.587 -2.529
F 0.009 -1.987 -2.825
F -1.331 -0.454 -1.867
C 0.030 0.160 -3.925
F -0.630 -0.593 -4.930
F 1.414 0.101 -4.286
C -0.393 1.687 -4.004
F 0.458 2.588 -3.339
F -0.302 2.044 -5.387
C -1.892 2.040 -3.574
F -1.977 2.330 -2.188
F -2.227 3.249 -4.234
F -2.831 1.086 -3.963
H 0.023 -0.497 2.701
H 0.496 1.387 1.483
H 0.089 -1.798 -0.005
H 2.414 -2.478 0.394
H 1.486 -2.137 1.932
H 2.803 0.519 1.202
H 4.027 -0.918 1.197
H 3.647 -1.404 3.587
H 2.032 -0.421 3.617
H 4.059 2.098 5.159
F -4.953 -1.356 2.911
P -5.113 -0.858 1.386
F -4.731 -2.364 0.949
F -6.637 -1.369 1.482
F -3.889 -0.677 0.365
F -4.537 0.428 2.169
F -5.926 0.178 0.457

=====

# 2
Molecular formula: C8H10F2P
Method: DFT, ωB97M-V/def2-TZVPD

Results
energy: -23172.530 eV
total charge: +1

Cartesian coordinates (Å):
C 1.283 2.419 1.055
C 1.944 2.090 2.210
P 3.186 0.927 1.973
F 4.343 0.895 2.984
H 0.230 2.166 0.957
H 1.805 2.911 0.235
H 1.710 2.494 3.194
H 3.686 1.086 0.677
H 2.604 -0.332 2.072
F 0.527 -0.135 -0.275
C -0.623 -0.689 -0.786
C -1.590 -1.119 0.094
C -2.751 -1.672 -0.431
C -2.911 -1.787 -1.804
C -1.913 -1.345 -2.662
C -0.750 -0.783 -2.154
H -1.440 -1.027 1.162
H -3.529 -2.014 0.238
H -3.815 -2.221 -2.207
H -2.036 -1.437 -3.732
H 0.040 -0.426 -2.801

=====

# 3
Molecular formula: C8H10F6IO4
Method: DFT, ωB97M-V/def2-TZVPD

Results
relative energy (zero: lowest compared OMol25 entry of this formula, charge and spin): 62.6 kcal/mol
total charge: -1

Cartesian coordinates (Å):
I 91.598 86.182 86.428
C 91.524 90.417 83.788
C 92.353 89.132 84.159
O 92.729 89.173 85.463
C 93.338 88.068 86.050
O 93.199 86.964 85.543
C 93.874 88.252 87.542
F 92.968 88.931 88.245
F 94.109 87.082 88.086
F 94.912 89.029 87.376
H 90.619 90.528 84.419
H 91.089 90.198 82.699
H 92.062 91.356 83.419
H 93.147 89.101 83.271
H 91.744 88.219 83.786
C 93.857 82.334 87.164
C 93.888 83.171 85.948
O 92.861 82.687 85.147
C 92.827 83.008 83.725
O 93.600 83.767 83.243
C 91.813 82.272 82.920
F 91.068 83.064 82.033
F 92.450 81.373 82.168
F 91.035 81.698 83.803
H 92.922 82.268 87.564
H 94.413 82.654 88.191
H 94.375 81.220 87.162
H 94.704 83.189 85.372
H 93.774 84.235 86.179

=====

# 4
Molecular formula: C8H10INYb
Method: DFT, ωB97M-V/def2-TZVPD

Results
multiplicity: 2
relative energy (zero: lowest compared OMol25 entry of this formula, charge and spin): 50.9 kcal/mol
<S²>: 0.752
total charge: -1

Cartesian coordinates (Å):
C 0.534 0.838 -1.627
C 0.946 -0.500 -1.335
C 2.102 -0.422 -0.509
C 2.417 0.948 -0.299
C 1.449 1.735 -0.989
Yb 0.081 0.433 0.943
C -0.991 -1.934 1.221
C -1.786 -1.233 0.424
C -2.811 -0.763 -0.278
N -1.508 1.848 1.015
H 2.646 -1.275 -0.104
H 0.452 -1.408 -1.674
H 3.257 1.328 0.281
H 1.434 2.830 -1.069
H -0.300 1.116 -2.278
H -0.202 -2.595 0.829
H -2.152 2.638 1.184
H -1.095 -1.937 2.320
H -3.661 -1.404 -0.571
H -2.875 0.293 -0.587
I 2.062 -0.537 3.104

=====

# 5
Molecular formula: C8H10N2
Method: DFT, ωB97M-V/def2-TZVPD

Results
relative energy (zero: lowest compared OMol25 entry of this formula, charge and spin): 9.2 kcal/mol
SMILES: c1cc[nH]c1.c1cc[nH]c1
total charge: 0

Cartesian coordinates (Å):
C -0.280 1.825 -1.088
C -0.787 3.136 -1.342
C 0.322 3.959 -1.155
N 1.411 3.165 -0.764
C 1.049 1.819 -0.794
H -0.916 0.940 -1.089
H -1.802 3.356 -1.672
H 0.509 5.022 -1.309
H 2.355 3.485 -0.530
H 1.746 1.031 -0.510
C -0.057 -3.325 2.059
C 0.356 -2.026 1.629
C -0.206 -1.774 0.427
N -1.012 -2.860 0.060
C -0.940 -3.811 1.106
H 0.187 -3.860 2.977
H 1.117 -1.387 2.078
H -0.105 -0.918 -0.239
H -1.570 -2.979 -0.789
H -1.376 -4.797 0.943

=====

# 6
Molecular formula: C8H10N2O
Method: DFT, ωB97M-V/def2-TZVPD

Results
relative energy (zero: lowest compared OMol25 entry of this formula, charge and spin): 123.4 kcal/mol
total charge: 0

Cartesian coordinates (Å):
C 1.994 0.102 2.018
C 0.966 -0.052 1.094
C -0.121 -0.522 1.865
C -0.923 -1.202 -0.362
C 0.859 0.340 -0.362
C -0.455 0.025 -1.030
C -0.302 -0.323 -2.524
C -1.526 1.056 -0.703
N 1.542 -0.298 3.212
N 0.261 -0.700 3.162
O -1.585 -2.145 -0.582
H 3.036 0.584 1.910
H 0.965 1.517 -0.391
H 1.633 -0.225 -0.920
H -0.164 0.479 -3.216
H -1.156 -0.856 -2.872
H 0.483 -0.980 -2.421
H -1.922 1.157 0.280
H -2.380 1.009 -1.373
H -0.945 2.002 -0.792
H -0.261 -0.969 4.005

=====

Number 1: molecular weight 579.15 g/mol. Number 2: molecular weight 175.14 g/mol. Number 3: molecular weight 411.06 g/mol. Number 4: molecular weight 420.12 g/mol. Number 5: molecular weight 134.18 g/mol. Number 6: molecular weight 150.18 g/mol.